A structure of composition C17H40Cl2N6SW, computed with ωB97M-V with the def2-TZVPD basis set.

Calculated values
E_LUMO (alpha / beta), eV: -13.140 / -13.911
Multiplicity: 3
HOMO (alpha / beta), eV: -20.66 / -20.66
HOMO-LUMO gap (alpha / beta), eV: 7.518 / 6.746
Total charge: +4
Relative energy (zero: lowest compared OMol25 entry of this formula, charge and spin), eV: 0.000

Cartesian coordinates (Å):
W -0.1356 -0.2719 0.2294
C 1.9928 -3.2469 0.2759
C 0.5983 -3.3990 -0.2947
N 0.1018 -2.1474 -0.9905
C 0.8247 -1.9735 -2.3086
C 0.7725 -0.5314 -2.7191
N 1.1229 0.3023 -1.5219
C 2.5955 0.1910 -1.2045
C 3.1292 1.4974 -0.6396
C 2.1259 2.2020 0.2595
N 1.3452 1.2557 1.1408
C 2.2421 0.6237 2.1635
C 1.4779 -0.4552 2.8714
N 1.0041 -1.4354 1.8375
C 2.1161 -2.4326 1.5621
H 2.6679 -2.8597 -0.4874
H 2.3649 -4.2510 0.4852
H -0.1286 -3.6843 0.4692
H 0.5952 -4.1991 -1.0357
H -0.8579 -2.3681 -1.2534
H 0.3697 -2.6152 -3.0626
H 1.8495 -2.3084 -2.1768
H -0.2107 -0.2390 -3.0777
H 1.4809 -0.3326 -3.5241
H 0.9606 1.2678 -1.8192
H 3.1345 -0.0659 -2.1167
H 2.7330 -0.6361 -0.5057
H 3.3821 2.1865 -1.4479
H 4.0666 1.2949 -0.1213
H 1.3991 2.7713 -0.3183
H 2.6403 2.9140 0.9068
H 0.7526 1.8882 1.6700
H 2.5945 1.3820 2.8640
H 3.1158 0.2244 1.6525
H 0.6086 -0.0460 3.3909
H 2.0953 -0.9542 3.6194
H 0.2916 -1.9921 2.3047
H 2.1378 -3.0937 2.4290
H 3.0585 -1.8897 1.5670
C -2.4103 -0.8588 2.3051
C -2.6886 0.5880 2.0198
N -1.4595 1.2147 1.4244
C -1.8041 2.4050 0.5713
C -2.6290 2.0005 -0.6364
S -2.0625 0.4028 -1.3365
C -3.3907 -0.7728 -0.8661
C -2.9535 -1.8908 0.0753
N -1.8780 -1.5255 1.0675
H -3.3068 -1.3718 2.6567
H -1.6559 -0.9595 3.0891
H -2.9683 1.1097 2.9359
H -3.5175 0.7044 1.3291
H -0.9615 1.5951 2.2276
H -0.8753 2.8751 0.2459
H -2.3551 3.1395 1.1627
H -2.5144 2.7426 -1.4271
H -3.6944 1.8983 -0.4340
H -3.7488 -1.2061 -1.7996
H -4.2095 -0.1766 -0.4692
H -2.5905 -2.7468 -0.4930
H -3.8276 -2.2525 0.6202
H -1.5420 -2.4328 1.3883
Cl -2.0480 5.3448 -2.7696
C -0.6161 4.6663 -3.4901
Cl -0.0484 3.2417 -2.4946
H 0.1839 5.3951 -3.4945
H -0.8430 4.2976 -4.4817

Cartesian forces, eV/Å:
0.03 0.18 0.36
-0.03 0.02 0.00
0.02 0.02 -0.04
0.00 0.12 0.10
0.01 -0.09 0.02
0.00 0.07 0.03
0.02 -0.30 -0.03
-0.02 0.11 -0.05
-0.03 -0.02 0.02
0.06 -0.01 0.03
-0.14 -0.23 -0.25
0.05 0.06 -0.04
0.00 -0.06 0.01
-0.20 0.20 -0.16
0.04 -0.05 0.02
0.00 -0.01 0.02
0.02 -0.01 0.00
0.00 -0.01 0.01
-0.04 -0.02 -0.02
0.02 -0.01 -0.07
0.00 -0.04 0.01
0.01 0.01 0.01
-0.02 0.04 0.01
0.02 0.02 -0.01
-0.06 0.04 0.06
-0.01 -0.02 -0.01
-0.03 -0.01 0.01
0.00 -0.01 0.00
0.02 0.03 0.00
-0.02 0.01 -0.02
-0.02 0.02 0.03
0.02 0.04 0.03
0.01 0.04 -0.01
0.00 0.01 0.00
-0.02 0.00 0.03
0.01 -0.04 0.01
0.02 0.00 0.04
0.00 0.00 0.03
-0.01 0.03 0.00
0.01 -0.06 0.01
-0.03 0.08 0.00
0.05 -0.18 -0.07
-0.05 -0.06 0.01
-0.01 0.02 0.01
0.19 0.10 0.04
0.01 -0.01 0.01
-0.06 0.07 0.02
0.11 0.15 -0.20
-0.01 -0.03 0.00
0.00 -0.01 0.02
-0.01 0.04 0.00
0.01 0.00 0.00
0.01 -0.05 0.04
0.03 0.00 0.00
-0.01 0.01 0.04
-0.02 -0.02 0.00
0.01 -0.01 0.01
-0.04 -0.01 -0.01
0.00 -0.01 0.02
0.01 -0.03 -0.01
-0.01 -0.04 0.01
0.05 -0.01 -0.04
-0.04 -0.01 0.05
-0.36 0.39 -0.14
0.20 -0.15 -0.04
0.15 -0.07 0.10
0.08 -0.18 -0.02